(1)
The following is a DFT calculation (the ωB97M-V functional and the def2-TZVPD basis) of a structure of composition C27H50OP2Ru.

Values from the calculation:
**Multiplicity**: 5
**Charge**: +2
**Expectation value of S²**: 6.0359
**ΔE to the lowest compared entry with this formula, charge and spin**: 2.787 eV
**E_HOMO (spin up / spin down)**: -0.47499 / -0.48906 Ha
**HOMO-LUMO gap (spin up / spin down)**: 5.972 / 6.004 eV
**LUMO (spin up / spin down)**: -7.0 / -7.3 eV
**Electronic energy**: -51992.710 eV

CARTESIAN COORDINATES (ANGSTROEM)
Ru: 0.33 -0.70 -1.03
C: -0.87 -1.88 1.82
C: 0.44 -2.02 1.13
C: 0.68 -0.88 3.20
C: -0.71 -1.12 2.98
C: 1.41 -1.42 2.16
C: -2.09 -2.68 1.60
H: -1.98 -3.33 0.74
H: -2.96 -2.02 1.49
H: -2.31 -3.31 2.47
C: -1.78 -0.79 3.96
H: -2.70 -1.38 3.77
H: -2.06 0.28 3.86
H: -1.47 -0.96 5.01
C: 1.19 -0.31 4.46
H: 1.13 -1.03 5.28
H: 0.60 0.55 4.77
H: 2.22 0.02 4.37
C: 2.85 -1.72 2.30
H: 3.02 -2.21 3.26
H: 3.46 -0.80 2.31
H: 3.20 -2.40 1.52
C: 0.78 -3.45 0.80
H: 1.23 -3.87 1.73
H: 1.50 -3.60 0.00
H: -0.10 -4.08 0.62
C: -0.96 1.18 -3.02
C: -1.85 0.02 -3.13
C: -1.62 -0.88 -4.38
C: -0.12 -1.11 -4.54
C: 0.66 -0.68 -3.27
C: 1.50 0.38 -3.43
C: 1.17 1.59 -4.23
C: -0.37 1.78 -4.26
H: -2.05 -0.37 -5.26
H: 0.21 -0.56 -5.45
H: -2.17 -1.83 -4.28
H: -0.80 1.37 -5.21
H: -1.19 1.93 -2.25
H: -2.86 0.37 -3.19
H: -0.59 2.87 -4.24
H: 1.64 2.48 -3.73
H: 2.51 0.41 -3.04
H: 1.57 1.62 -5.27
H: 0.00 -2.18 -4.74
H: 0.90 -1.53 -2.62
P: -1.76 -0.95 -1.58
C: -3.08 -0.43 -0.53
C: -1.78 -2.72 -1.83
P: 2.45 0.52 -0.15
C: 0.86 1.17 -0.84
C: 3.34 -0.78 -1.11
C: 3.25 2.18 -0.02
H: -2.68 0.06 0.37
H: -3.66 -1.31 -0.24
H: -3.69 0.26 -1.11
H: -1.56 -3.07 -2.80
H: -2.75 -3.11 -1.57
H: -1.07 -3.18 -1.15
H: 3.23 2.71 -0.97
H: 4.27 2.16 0.35
H: 2.67 2.74 0.72
H: 0.48 1.86 -0.11
H: 1.00 1.68 -1.78
H: 4.14 -1.21 -0.48
H: 3.82 -0.50 -2.06
H: 2.65 -1.61 -1.34
C: -0.37 2.72 3.71
C: -0.64 2.59 2.19
C: -2.16 2.74 1.98
C: 0.14 3.73 1.53
O: -0.27 1.41 1.68
H: 0.69 2.60 3.90
H: -0.92 1.96 4.26
H: -0.68 3.70 4.10
H: -2.50 3.67 2.44
H: -2.38 2.73 0.91
H: -2.69 1.89 2.41
H: 1.19 3.64 1.80
H: 0.06 3.67 0.45
H: -0.22 4.72 1.84



(2)
The following is a DFT calculation (the ωB97M-V functional and the def2-TZVPD basis) of a structure of composition C28H29BIrN10.

Values from the calculation:
**Multiplicity**: 5
**Charge**: +3
**Expectation value of S²**: 6.0843
**E_HOMO (spin up / spin down)**: -0.62161 / -0.62451 Ha
**HOMO-LUMO gap (spin up / spin down)**: 7.417 / 5.441 eV
**LUMO (spin up / spin down)**: -9.5 / -11.6 eV
**Electronic energy**: -47894.187 eV

CARTESIAN COORDINATES (ANGSTROEM)
Ir: -0.23 0.38 -0.47
C: -1.29 -2.63 -2.21
C: -0.87 -2.72 -0.79
C: -0.69 -3.85 0.01
C: -0.33 -3.38 1.25
N: -0.28 -2.03 1.21
N: -0.64 -1.64 -0.04
B: -0.11 -0.96 2.34
N: 1.13 -0.04 2.06
C: 2.24 0.21 2.79
C: 2.92 1.27 2.23
C: 2.16 1.65 1.12
C: 2.41 2.75 0.14
N: 1.09 0.86 1.05
N: -1.37 -0.04 2.29
C: -2.33 0.32 3.16
C: -3.17 1.23 2.57
C: -2.66 1.40 1.28
C: -3.16 2.28 0.18
N: -1.58 0.63 1.13
N: 0.16 -1.73 3.68
C: -0.51 -1.81 4.94
C: 0.18 -2.66 5.73
C: 1.27 -3.10 4.93
C: 2.34 -4.03 5.24
N: 1.20 -2.48 3.67
H: -2.08 -3.34 -2.42
H: -0.45 -2.88 -2.88
H: -1.65 -1.63 -2.46
H: -0.82 -4.88 -0.28
H: -0.11 -3.94 2.14
H: 2.49 -0.36 3.67
H: 3.84 1.71 2.57
H: 3.15 3.44 0.53
H: 1.49 3.30 -0.05
H: 2.79 2.35 -0.81
H: -2.39 -0.07 4.16
H: -4.03 1.71 3.00
H: -3.89 2.99 0.57
H: -3.64 1.69 -0.60
H: -2.34 2.86 -0.26
H: -1.40 -1.26 5.17
H: -0.04 -2.96 6.74
H: 2.27 -4.42 6.25
H: 3.31 -3.55 5.09
H: 2.33 -4.86 4.52
C: -3.10 4.14 -5.07
C: -2.48 3.33 -6.03
C: -1.46 2.49 -5.65
C: -1.07 2.44 -4.29
C: -1.69 3.29 -3.32
C: -2.69 4.12 -3.72
N: -0.10 1.56 -3.99
N: 0.18 1.04 -2.89
C: 1.36 0.35 -2.72
C: 2.41 0.23 -3.66
C: 3.45 -0.59 -3.33
C: 3.46 -1.27 -2.09
C: 2.44 -1.11 -1.16
C: 1.39 -0.29 -1.46
H: -3.91 4.79 -5.37
H: -2.79 3.37 -7.06
H: -0.94 1.87 -6.37
H: -1.35 3.25 -2.29
H: -3.20 4.75 -3.00
H: 2.35 0.75 -4.61
H: 4.26 -0.74 -4.03
H: 4.29 -1.93 -1.86
H: 2.50 -1.63 -0.20



(3)
The following is a DFT calculation (the ωB97M-V functional and the def2-TZVPD basis) of a cluster of 11 separate species, C66H165N11O22 in total.

Values from the calculation:
**Multiplicity**: 2
**Charge**: +1
**Expectation value of S²**: 0.7548
**ΔE to the lowest compared entry with this formula, charge and spin**: 7.266 eV
**E_HOMO (spin up / spin down)**: -0.35179 / -0.35179 Ha
**HOMO-LUMO gap (spin up / spin down)**: 7.781 / 2.685 eV
**LUMO (spin up / spin down)**: -1.8 / -6.9 eV
**Electronic energy**: -132519.911 eV

CARTESIAN COORDINATES (ANGSTROEM)
C: 1.89 5.29 2.57
O: 2.40 3.93 2.37
C: 2.26 3.12 3.58
C: 2.61 1.66 3.27
N: 1.71 0.90 2.64
C: 1.29 1.28 1.33
C: 2.03 0.68 0.19
O: 2.02 -0.75 0.16
C: 0.78 -1.31 -0.04
H: 1.41 5.63 1.66
H: 2.66 6.03 2.83
H: 1.18 5.44 3.39
H: 1.20 3.06 3.82
H: 2.78 3.55 4.44
H: 2.65 1.12 4.21
H: 3.65 1.50 2.96
H: 0.95 0.43 3.13
H: 1.22 2.33 1.06
H: 0.27 0.91 1.26
H: 3.04 0.92 0.54
H: 1.96 1.06 -0.83
H: 0.81 -2.38 -0.25
H: 0.15 -0.90 -0.83
H: 0.24 -1.26 0.91
C: -0.71 7.50 6.92
O: 0.36 6.50 7.01
C: -0.29 5.18 7.16
C: 0.67 3.96 7.38
N: 1.61 4.10 8.56
C: 2.40 5.38 8.64
C: 3.36 5.67 7.48
O: 3.99 4.51 6.93
C: 4.93 3.93 7.82
H: -0.87 7.79 5.88
H: -0.32 8.30 7.55
H: -1.62 7.15 7.42
H: -0.85 4.96 6.25
H: -1.09 5.16 7.90
H: 1.13 3.88 6.40
H: 0.05 3.06 7.38
H: 2.19 3.29 8.74
H: 3.15 5.32 9.43
H: 1.69 6.14 8.98
H: 3.99 6.51 7.75
H: 2.99 6.11 6.55
H: 4.48 3.39 8.65
H: 5.67 4.66 8.14
H: 5.35 3.16 7.17
C: 6.07 2.73 -7.17
O: 5.19 3.23 -6.22
C: 5.51 2.60 -4.90
C: 5.34 3.62 -3.74
N: 4.83 2.90 -2.54
C: 4.86 3.66 -1.27
C: 6.30 3.99 -0.76
O: 7.25 2.89 -0.94
C: 8.65 3.18 -0.84
H: 5.92 3.20 -8.14
H: 6.05 1.64 -7.18
H: 7.12 2.97 -7.00
H: 6.45 2.10 -4.67
H: 4.91 1.71 -4.76
H: 4.70 4.42 -4.13
H: 6.33 4.03 -3.55
H: 5.49 2.20 -2.26
H: 4.38 2.96 -0.59
H: 4.16 4.50 -1.28
H: 6.19 4.38 0.26
H: 6.69 4.89 -1.23
H: 9.10 2.40 -1.47
H: 8.99 3.24 0.19
H: 8.79 4.12 -1.38
C: -8.31 -3.51 6.58
O: -7.19 -2.65 6.52
C: -5.97 -3.22 6.94
C: -4.85 -3.39 5.83
N: -4.45 -2.07 5.27
C: -3.66 -2.22 4.06
C: -3.28 -0.80 3.43
O: -1.98 -0.47 3.85
C: -1.67 0.88 3.93
H: -8.46 -3.90 5.57
H: -9.20 -3.06 7.03
H: -8.01 -4.34 7.22
H: -6.08 -4.17 7.47
H: -5.50 -2.47 7.57
H: -5.13 -4.07 5.02
H: -3.93 -3.65 6.34
H: -5.17 -1.37 5.35
H: -4.20 -2.71 3.25
H: -2.81 -2.84 4.36
H: -4.06 -0.10 3.71
H: -3.35 -0.78 2.34
H: -2.47 1.54 4.26
H: -1.18 1.31 3.06
H: -0.94 0.95 4.74
C: 1.73 -5.33 -7.00
O: 1.15 -4.09 -7.27
C: 0.37 -3.61 -6.16
C: 1.10 -2.66 -5.19
N: 2.10 -3.31 -4.36
C: 1.61 -3.93 -3.18
C: 2.52 -5.17 -2.71
O: 2.59 -6.09 -3.75
C: 3.06 -7.42 -3.51
H: 0.85 -5.97 -7.02
H: 2.39 -5.28 -6.13
H: 2.44 -5.58 -7.79
H: -0.12 -4.53 -5.84
H: -0.47 -2.96 -6.41
H: 0.32 -2.31 -4.51
H: 1.54 -1.87 -5.80
H: 2.64 -4.07 -4.74
H: 0.64 -4.39 -3.36
H: 1.36 -3.21 -2.40
H: 2.06 -5.56 -1.81
H: 3.48 -4.68 -2.57
H: 2.52 -7.95 -2.72
H: 4.13 -7.47 -3.30
H: 2.87 -8.02 -4.40
C: -2.21 3.56 -4.61
O: -2.73 4.88 -4.98
C: -3.66 5.53 -4.08
C: -3.25 5.89 -2.68
N: -2.10 6.74 -2.85
C: -1.47 6.69 -1.50
C: -0.11 7.24 -1.37
O: 0.74 6.47 -2.14
C: 2.15 6.81 -2.18
H: -1.58 3.42 -3.74
H: -1.59 3.11 -5.38
H: -3.07 2.90 -4.47
H: -4.49 4.82 -4.00
H: -3.99 6.41 -4.63
H: -3.13 4.85 -2.40
H: -3.97 6.50 -2.13
H: -1.43 6.27 -3.43
H: -1.38 5.64 -1.22
H: -2.09 7.20 -0.76
H: 0.28 7.03 -0.37
H: 0.03 8.32 -1.42
H: 2.71 6.65 -1.26
H: 2.34 7.83 -2.52
H: 2.50 6.09 -2.91
C: 2.12 0.53 -3.67
O: 1.31 0.61 -4.89
C: 1.97 1.40 -5.83
C: 1.16 1.58 -7.15
N: 0.88 0.22 -7.73
C: 1.91 -0.05 -8.73
C: 3.07 -0.98 -8.20
O: 4.26 -1.13 -8.95
C: 3.90 -1.60 -10.28
H: 3.10 0.12 -3.91
H: 1.68 -0.05 -2.85
H: 2.21 1.56 -3.33
H: 2.96 0.97 -6.03
H: 2.13 2.42 -5.48
H: 1.70 2.29 -7.78
H: 0.17 2.03 -7.06
H: 0.96 -0.34 -6.90
H: 2.25 0.88 -9.18
H: 1.41 -0.54 -9.57
H: 2.56 -1.92 -8.01
H: 3.53 -0.67 -7.26
H: 4.77 -2.16 -10.64
H: 3.59 -0.79 -10.95
H: 3.12 -2.37 -10.27
C: -2.53 -10.18 3.39
O: -1.58 -9.19 3.18
C: -1.68 -8.33 2.04
C: -0.42 -7.26 2.06
N: -0.83 -5.96 2.63
C: -1.77 -5.14 1.81
C: -1.10 -4.60 0.51
O: -2.12 -4.36 -0.46
C: -3.10 -3.41 0.05
H: -2.41 -11.02 2.71
H: -3.56 -9.82 3.37
H: -2.33 -10.63 4.36
H: -2.70 -7.99 1.88
H: -1.58 -8.98 1.17
H: -0.01 -7.08 1.07
H: 0.39 -7.75 2.61
H: -1.32 -6.15 3.49
H: -2.12 -4.31 2.43
H: -2.63 -5.77 1.59
H: -0.34 -5.28 0.12
H: -0.49 -3.72 0.72
H: -4.02 -3.96 0.26
H: -3.44 -2.69 -0.69
H: -2.89 -2.80 0.92
C: -2.06 3.55 1.68
O: -3.29 2.90 1.98
C: -4.48 3.68 1.93
C: -5.76 2.98 2.31
N: -6.13 3.24 3.71
C: -7.45 2.74 4.02
C: -7.63 2.72 5.56
O: -6.94 1.75 6.30
C: -7.09 0.31 6.20
H: -1.64 4.01 2.57
H: -2.06 4.26 0.84
H: -1.21 2.96 1.34
H: -4.63 4.04 0.92
H: -4.39 4.60 2.52
H: -5.88 1.92 2.09
H: -6.42 3.44 1.58
H: -5.64 2.84 4.49
H: -7.64 1.75 3.61
H: -8.22 3.36 3.56
H: -8.66 2.68 5.92
H: -7.49 3.74 5.91
H: -8.03 0.11 6.72
H: -6.17 -0.15 6.56
H: -7.20 0.00 5.17
C: -7.35 -4.20 -7.77
O: -6.40 -3.38 -7.06
C: -6.34 -3.77 -5.67
C: -5.14 -2.87 -5.11
N: -5.40 -1.43 -5.24
C: -4.18 -0.62 -5.53
C: -3.25 -0.49 -4.26
O: -2.52 -1.74 -3.98
C: -1.65 -1.41 -2.91
H: -7.21 -5.27 -7.65
H: -7.52 -4.02 -8.84
H: -8.34 -4.13 -7.32
H: -6.09 -4.82 -5.54
H: -7.29 -3.71 -5.14
H: -4.22 -3.16 -5.61
H: -4.93 -2.99 -4.04
H: -6.02 -1.30 -6.03
H: -4.56 0.37 -5.78
H: -3.59 -1.03 -6.35
H: -3.82 -0.34 -3.35
H: -2.60 0.37 -4.37
H: -1.00 -0.55 -3.06
H: -0.99 -2.27 -2.82
H: -2.29 -1.39 -2.03
C: 7.46 -3.23 2.69
O: 6.39 -2.83 1.75
C: 5.58 -3.96 1.37
C: 4.14 -3.45 0.89
N: 3.14 -3.76 1.93
C: 3.30 -2.84 3.11
C: 2.24 -3.16 4.17
O: 2.29 -2.48 5.48
C: 3.23 -2.85 6.46
H: 8.24 -3.78 2.16
H: 6.98 -3.86 3.44
H: 8.00 -2.43 3.20
H: 5.41 -4.72 2.13
H: 6.03 -4.49 0.54
H: 3.99 -3.83 -0.12
H: 4.17 -2.37 0.71
H: 2.21 -3.58 1.58
H: 3.31 -1.83 2.69
H: 4.31 -2.93 3.51
H: 2.27 -4.24 4.35
H: 1.28 -2.98 3.70
H: 3.15 -2.21 7.34
H: 4.23 -2.87 6.03
H: 3.02 -3.88 6.75



Q: Look up the multiplicity of the third one.
A: 2